1.
The following is a DFT calculation (the ωB97M-V functional and the def2-TZVPD basis) of a 8-piece molecular cluster, C19H56B2FN2O10 overall.

Spin multiplicity: 1
Electronic energy (a.u.): -1769.08951
Total charge: -1
Highest occupied orbital energy (eV): -4.0

XYZ file:
```
90
Properties=species:S:1:pos:R:3:forces:R:3:mulliken_charge:R:1
C -1.373 0.365 2.506 0.111 0.242 -0.338 -1.07
C -0.288 1.406 2.805 -0.044 0.228 -0.083 0.31
C 0.466 1.238 4.129 -0.162 -0.020 0.042 -0.86
N 1.011 -0.085 4.416 0.099 0.505 0.251 0.02
C 2.150 -0.523 3.612 0.531 0.052 0.017 -0.08
O 2.507 0.357 2.593 -0.050 0.027 -0.063 -0.64
B 2.926 -0.480 1.398 0.113 -0.385 -0.251 1.17
B 1.941 -0.319 -0.015 -0.225 -0.155 0.249 -0.59
N 1.511 0.965 -0.672 0.578 0.000 -0.768 -0.25
O 1.571 -1.444 -0.778 -0.408 0.648 -0.311 -0.24
O 2.911 -1.914 1.958 -0.239 0.223 0.031 -0.61
C 1.926 -1.837 2.876 -0.189 -0.127 -0.040 0.33
F 1.941 -2.924 3.760 0.103 0.030 -0.082 -0.39
H -2.351 0.712 2.835 -0.063 -0.156 0.220 0.31
H -1.447 0.211 1.426 -0.035 -0.027 0.016 0.25
H -1.159 -0.605 2.946 -0.047 -0.065 0.104 0.26
H 0.444 1.435 2.000 0.043 -0.127 0.074 -0.32
H -0.767 2.391 2.834 0.072 0.060 -0.059 0.55
H -0.207 1.505 4.949 -0.061 -0.148 0.054 0.20
H 1.286 1.957 4.162 0.042 -0.036 -0.123 0.45
H 0.276 -0.775 4.426 -0.090 -0.094 -0.077 0.11
H 3.024 -0.680 4.266 -0.098 -0.023 0.164 0.04
H 4.080 -0.264 0.986 -0.100 0.143 0.180 -0.35
H 0.831 1.466 -0.116 -0.035 0.024 0.099 0.05
H 2.303 1.592 -0.779 0.005 0.202 0.441 0.24
H 0.906 -1.974 -0.341 0.280 -0.585 0.331 0.15
H 0.909 -1.843 2.422 0.031 -0.077 0.047 0.06
C 0.854 0.580 -4.700 0.090 -0.028 0.189 -0.59
C 2.369 0.486 -4.702 -0.080 0.048 0.180 -0.52
O 2.957 1.227 -3.638 0.054 -0.072 -0.072 -0.54
H 0.537 1.621 -4.764 -0.003 0.012 -0.061 0.11
H 0.429 0.038 -5.545 0.007 0.007 -0.038 0.34
H 0.449 0.167 -3.772 0.035 -0.029 -0.009 0.25
H 2.782 0.910 -5.619 0.011 -0.019 -0.034 0.35
H 2.681 -0.563 -4.643 0.022 0.000 -0.053 0.26
H 2.606 0.872 -2.811 -0.215 0.016 0.095 0.24
C 1.714 -4.521 -3.917 -0.116 -0.055 0.057 -1.13
C 1.587 -3.996 -2.497 -0.050 -0.157 -0.131 0.16
O 0.368 -4.424 -1.877 -0.083 0.156 -0.122 -0.52
H 0.864 -4.197 -4.521 0.017 0.037 -0.007 0.22
H 2.631 -4.157 -4.382 0.016 0.006 0.005 0.34
H 1.734 -5.615 -3.933 0.047 0.007 0.002 0.38
H 1.553 -2.912 -2.482 0.045 0.067 0.018 0.01
H 2.441 -4.305 -1.890 0.019 0.030 0.020 0.30
H 0.370 -5.383 -1.839 0.018 -0.048 0.054 0.26
C 0.865 2.577 7.883 -0.042 -0.021 -0.009 -0.93
C 1.458 1.231 8.263 -0.037 -0.044 -0.145 -0.23
O 0.967 0.181 7.451 0.032 0.162 0.111 -0.45
H -0.223 2.542 7.954 -0.009 0.000 0.010 0.20
H 1.236 3.372 8.535 0.014 -0.005 0.002 0.37
H 1.122 2.830 6.853 0.025 0.013 0.004 0.24
H 1.190 0.974 9.289 0.023 0.006 0.034 0.28
H 2.553 1.274 8.204 0.007 0.021 0.059 0.28
H 1.199 0.371 6.525 -0.088 -0.402 -0.248 0.29
C -3.737 -0.906 7.266 0.044 0.058 0.006 -1.21
C -3.156 -0.824 5.865 0.142 -0.080 0.031 -0.31
O -1.823 -0.338 5.862 -0.174 -0.085 -0.013 -0.30
H -3.705 0.074 7.745 -0.017 0.011 -0.005 0.29
H -4.771 -1.253 7.244 0.001 -0.011 -0.010 0.37
H -3.157 -1.596 7.883 -0.016 -0.032 -0.006 0.35
H -3.728 -0.124 5.255 -0.013 0.006 -0.033 0.29
H -3.203 -1.805 5.378 -0.058 0.010 -0.021 0.31
H -1.278 -0.932 6.392 0.152 0.168 0.087 0.19
C -3.419 -3.735 -4.054 -0.025 0.075 0.059 -1.24
C -2.765 -2.371 -4.197 0.104 -0.056 0.020 0.06
O -2.361 -1.825 -2.953 -0.113 -0.038 -0.017 -0.48
H -4.281 -3.670 -3.390 -0.017 0.003 -0.016 0.29
H -3.750 -4.116 -5.023 0.025 0.009 0.005 0.37
H -2.717 -4.449 -3.623 0.064 -0.070 -0.007 0.29
H -3.477 -1.659 -4.618 0.020 0.037 -0.015 0.18
H -1.907 -2.428 -4.879 -0.055 -0.008 -0.045 0.27
H -1.718 -2.422 -2.552 0.093 0.019 0.020 0.25
C -3.685 0.898 -6.454 0.020 -0.052 0.037 -1.26
C -2.317 1.179 -5.858 -0.046 0.183 -0.232 0.37
O -1.337 1.348 -6.887 -0.133 -0.108 0.093 -0.53
H -3.649 0.000 -7.072 -0.004 -0.021 0.019 0.28
H -4.432 0.756 -5.672 -0.004 0.013 0.009 0.33
H -4.009 1.727 -7.088 -0.023 0.023 0.038 0.42
H -1.988 0.348 -5.238 0.099 -0.008 -0.012 -0.10
H -2.343 2.074 -5.229 -0.028 -0.052 0.079 0.22
H -1.622 2.094 -7.422 0.058 0.042 -0.062 0.29
C 2.120 4.600 -4.089 -0.065 -0.105 0.008 -0.79
C 1.228 5.260 -3.056 0.002 -0.134 0.052 -0.28
O 0.201 4.385 -2.602 0.007 0.107 -0.007 -0.51
H 1.518 4.250 -4.930 0.005 0.023 -0.032 0.17
H 2.882 5.286 -4.465 -0.007 0.032 0.047 0.37
H 2.614 3.727 -3.659 0.053 0.000 -0.064 0.19
H 0.710 6.122 -3.476 -0.004 0.030 0.003 0.29
H 1.829 5.611 -2.208 -0.010 0.042 -0.008 0.25
H 0.612 3.597 -2.229 0.004 -0.091 -0.047 0.28
```
Forces are in eV/Å.

***

2.
The following is a DFT calculation (the ωB97M-V functional and the def2-TZVPD basis) of a 9-piece molecular cluster, C19H56N2O21S6 overall in a non-equilibrium geometry.

Spin multiplicity: 1
Electronic energy (a.u.): -4836.12566
Highest occupied orbital energy (eV): -8.4

XYZ file:
```
104
Properties=species:S:1:pos:R:3:forces:R:3:mulliken_charge:R:1
N 0.042 2.383 -1.937 -0.954 -0.345 -0.092 0.00
H -0.946 2.372 -1.665 0.005 -0.049 0.033 0.42
H 0.461 1.650 -1.338 0.812 -0.414 1.136 -0.32
H 0.444 3.309 -1.812 0.380 -0.174 0.034 0.36
H 0.154 2.039 -2.885 -0.059 0.458 -0.190 0.36
N -0.249 -1.476 -3.294 0.587 -0.714 -0.831 0.04
H -0.346 -1.331 -2.233 -0.375 0.368 1.103 -0.24
H 0.005 -0.643 -3.806 -0.172 0.065 -0.031 0.37
H -1.105 -1.905 -3.659 -0.219 0.355 0.070 0.48
H 0.504 -2.158 -3.400 0.266 -0.027 0.099 0.48
C -0.254 -0.133 -0.221 -0.800 1.740 -0.087 0.42
O -0.751 -1.192 -0.783 0.373 -0.670 -0.168 -0.17
O 1.009 0.144 -0.303 -0.109 -0.034 -0.786 -0.56
O -1.059 0.736 0.285 0.577 -0.598 -0.286 -0.74
O -2.332 -3.728 3.203 -0.114 0.597 0.397 -0.70
S -2.445 -2.326 3.531 0.251 0.925 -1.730 1.26
O -3.250 -1.834 4.599 0.321 -0.423 0.408 -0.65
O -0.943 -1.748 3.779 -1.536 0.067 0.148 -0.33
C 0.087 -2.221 2.929 1.375 -0.091 -0.078 0.53
C 1.242 -1.248 3.084 0.452 1.108 0.263 -0.91
C -2.914 -1.400 2.034 0.664 -1.144 0.804 0.64
H -0.151 -2.238 1.860 -0.590 -0.042 0.135 -0.34
H 0.331 -3.231 3.264 0.166 0.010 -0.217 0.42
H 2.118 -1.432 2.459 -0.162 -0.546 0.007 0.27
H 1.593 -1.088 4.106 -0.102 -0.590 0.132 0.55
H 0.963 -0.231 2.791 -0.525 -0.232 -0.223 -0.38
H -2.777 -0.335 2.194 0.032 -0.307 -0.029 -0.35
H -3.963 -1.630 1.858 0.020 0.017 -0.008 0.61
H -2.265 -1.798 1.256 -0.121 0.234 -0.228 -0.71
O 2.176 3.067 4.128 -0.101 0.611 -0.405 -0.68
S 1.729 3.614 2.879 0.785 -0.235 -1.056 1.34
O 0.510 4.391 2.804 0.879 -0.284 0.001 -0.63
O 2.994 4.475 2.273 -1.606 -0.899 0.553 -0.40
C 2.688 5.112 1.014 0.595 0.965 -0.146 0.20
C 2.516 6.596 1.273 -0.258 0.253 0.224 -1.36
C 1.658 2.250 1.676 0.047 0.000 1.689 0.54
H 1.801 4.745 0.496 -0.093 -0.385 0.444 0.17
H 3.539 4.872 0.380 0.032 0.185 -0.020 0.19
H 2.186 7.142 0.387 0.125 -0.110 -0.112 0.35
H 3.408 7.077 1.673 0.169 -0.190 -0.158 0.34
H 1.744 6.733 2.032 -0.088 -0.086 -0.066 0.32
H 2.218 2.385 0.759 -0.455 0.457 -0.149 -0.21
H 0.604 1.980 1.619 0.057 -0.017 -0.682 -0.41
H 2.163 1.454 2.222 0.011 -0.039 -0.098 0.24
O -2.826 -2.218 -3.760 -0.535 -0.592 0.090 -0.84
S -4.043 -2.487 -3.034 -1.788 0.058 1.093 1.17
O -5.203 -1.656 -3.306 1.262 -1.048 0.073 -0.64
O -4.397 -4.060 -3.273 1.293 1.279 -0.454 -0.29
C -5.620 -4.571 -2.747 -1.091 -0.268 -0.116 -0.22
C -6.101 -5.720 -3.652 0.228 0.648 0.257 -1.21
C -3.733 -2.523 -1.245 0.157 -0.951 -1.584 -0.32
H -6.329 -3.741 -2.714 -0.136 -0.184 -0.059 0.40
H -5.484 -4.954 -1.733 0.259 0.208 0.021 0.28
H -7.189 -5.746 -3.681 0.005 -0.105 0.127 0.35
H -5.714 -6.667 -3.282 -0.036 -0.073 -0.177 0.31
H -5.748 -5.541 -4.667 0.006 -0.079 -0.009 0.31
H -4.683 -2.667 -0.738 -0.084 0.799 0.049 0.56
H -3.072 -1.683 -1.031 -0.193 0.024 0.493 -0.11
H -3.243 -3.492 -1.138 0.521 0.313 0.192 0.01
O 3.663 -4.529 -1.550 -1.452 0.891 -0.034 -0.65
S 2.411 -3.814 -1.449 -0.762 -1.087 1.096 1.14
O 1.795 -3.211 -2.613 0.571 -0.271 -0.016 -0.78
O 1.333 -4.875 -0.828 1.273 0.922 -0.384 -0.43
C -0.036 -4.436 -0.658 -0.527 -0.951 -0.151 0.87
C -0.924 -5.431 -1.405 0.030 0.934 -0.299 -1.37
C 2.429 -2.596 -0.150 0.204 -0.490 -0.520 -0.17
H -0.197 -3.413 -1.006 0.138 -0.096 -0.087 -0.31
H -0.320 -4.451 0.396 0.538 -0.022 0.176 0.15
H -1.940 -5.185 -1.086 -0.137 -0.289 -0.340 0.24
H -0.736 -6.490 -1.247 0.230 0.117 0.498 0.41
H -0.788 -5.257 -2.474 -0.322 -0.015 -0.061 0.30
H 1.440 -2.147 -0.050 0.041 -0.031 -0.169 -0.45
H 3.127 -1.830 -0.480 0.070 0.009 0.287 0.25
H 2.733 -3.134 0.745 0.195 0.189 0.033 0.46
O 4.930 3.127 -0.741 -1.432 -0.366 -0.789 -0.63
S 3.955 2.846 -1.777 0.884 -0.002 -1.171 1.17
O 2.612 3.401 -1.778 1.120 -0.351 0.292 -0.65
O 4.569 3.336 -3.194 -0.400 -0.382 0.799 -0.36
C 5.996 3.151 -3.435 0.377 0.530 0.168 -0.34
C 6.749 4.411 -3.030 0.283 -0.478 -0.128 -1.08
C 3.842 1.069 -2.117 -0.026 1.375 0.542 -0.74
H 6.076 2.898 -4.489 -0.082 0.185 -0.062 0.41
H 6.418 2.312 -2.878 -0.371 -0.108 0.176 0.29
H 7.825 4.247 -3.129 -0.010 -0.132 -0.056 0.37
H 6.560 4.578 -1.971 -0.075 0.329 -0.086 0.30
H 6.516 5.273 -3.651 -0.307 0.018 0.149 0.29
H 3.194 1.001 -2.986 -0.034 -0.179 0.056 0.28
H 3.404 0.629 -1.221 0.017 -0.290 -0.148 -0.03
H 4.856 0.760 -2.352 -0.065 -0.294 0.174 0.57
O -4.304 1.076 2.540 0.425 0.341 0.298 -0.58
S -3.798 2.389 2.837 -0.128 1.502 -0.288 1.08
O -4.755 3.464 2.969 0.888 -0.802 0.300 -0.68
O -2.893 2.395 4.178 -1.146 0.311 -0.661 -0.42
C -1.911 1.363 4.323 0.817 -1.063 -0.995 1.29
C -0.687 1.939 5.022 -1.372 0.426 0.199 -1.18
C -2.575 2.898 1.602 -0.476 -0.864 0.433 -0.33
H -1.576 1.052 3.325 -0.033 0.113 -0.057 -0.85
H -2.371 0.456 4.720 0.022 0.319 0.527 0.21
H 0.204 1.336 4.878 -0.023 -0.007 0.032 0.20
H -0.903 2.105 6.078 0.237 -0.173 0.074 0.39
H -0.592 2.930 4.579 0.540 -0.035 0.029 0.28
H -3.079 2.962 0.639 -0.295 0.212 0.167 0.43
H -1.861 2.080 1.475 0.132 0.278 0.184 -0.26
H -2.144 3.840 1.927 0.030 -0.024 0.016 0.35
```
Forces are in eV/Å.